{"formula": "C3H4NaO3", "method": "ωB97M-V/def2-TZVPD", "fmax_ev_per_a": 1.4, "homo_ev": -2.706, "total_charge": -1, "gap_ha": 0.1959, "species": ["C", "C", "H", "H", "O", "C", "O", "O", "H", "Na", "H"], "positions_angstrom": [[2.356852, 0.098364, 1.697693], [1.042249, 0.206580, 1.446445], [2.813458, -0.728927, 2.259748], [3.022479, 0.900284, 1.369607], [0.383260, -1.021973, 1.937868], [-0.909615, -1.146624, 1.784523], [-1.687185, -0.337236, 1.313755], [-1.365440, -2.315825, 2.238879], [-0.638365, -2.837935, 2.603621], [-0.749476, 1.708353, 0.637812], [-0.757447, 3.140038, -1.027716]], "atomic_forces_ev_per_a": [[-0.143, 0.033, 0.151], [0.415, 0.292, -0.103], [-0.114, 0.086, -0.272], [-0.253, -0.189, 0.144], [0.042, -0.720, 0.402], [0.129, 1.355, -0.409], [0.108, -0.389, 0.203], [-0.367, -0.812, 0.291], [0.125, 0.263, -0.137], [0.206, 0.165, -0.564], [-0.147, -0.085, 0.294]], "lowdin_charge": [-0.12, -0.21, 0.02, 0.01, -0.06, -0.67, 0.03, 0.12, 0.12, -0.01, -0.23]}


{"formula": "C3H4O", "method": "ωB97M-V/def2-TZVPD", "fmax_ev_per_a": 4.0, "homo_ev": -8.817, "total_charge": 0, "gap_ha": 0.3036, "species": ["C", "C", "C", "O", "H", "H", "H", "H"], "positions_angstrom": [[1.024857, 0.183012, -1.086871], [0.299110, -0.630932, -0.016526], [0.170767, 0.887804, -0.186270], [-0.800206, -1.385237, 0.529848], [-1.605807, -1.058512, 0.067787], [1.224919, -0.934268, 0.433379], [0.543098, 1.780827, 0.517604], [-0.856738, 1.157306, -0.258951]], "atomic_forces_ev_per_a": [[-0.947, -0.614, -0.689], [-0.434, 0.373, 1.082], [1.040, 2.649, 2.781], [0.592, 1.213, -1.973], [0.646, -0.359, 0.510], [0.246, -0.892, 0.641], [-0.116, -1.845, -1.529], [-1.027, -0.524, -0.823]], "lowdin_charge": [0.15, -0.34, -0.23, -0.02, 0.11, 0.11, 0.13, 0.09]}


{"formula": "C3H4O", "method": "ωB97M-V/def2-TZVPD", "fmax_ev_per_a": 1.5, "homo_ev": -10.018, "total_charge": 0, "gap_ha": 0.3805, "species": ["C", "C", "C", "O", "H", "H", "H", "H"], "positions_angstrom": [[1.589640, -0.550374, 0.502469], [0.761788, -0.349305, -0.356838], [-0.676313, -0.083834, 0.015013], [-1.010483, 1.262214, -0.160395], [2.085728, -0.642977, 1.433710], [-0.763764, -0.269705, 1.092209], [-1.321499, -0.796209, -0.501562], [-0.712631, 1.507765, -1.043072]], "atomic_forces_ev_per_a": [[0.397, -0.050, -0.282], [0.061, -0.107, 1.504], [-0.466, -0.286, -0.105], [-0.243, 0.204, -0.442], [0.862, -0.184, -0.121], [-0.209, 0.017, -0.380], [-0.267, 0.227, -0.187], [-0.135, 0.179, 0.013]], "lowdin_charge": [0.12, -0.09, -0.32, -0.06, 0.05, 0.11, 0.10, 0.09]}


{"formula": "C3H4O", "method": "ωB97M-V/def2-TZVPD", "fmax_ev_per_a": 3.9, "homo_ev": -10.036, "total_charge": 0, "gap_ha": 0.4096, "species": ["O", "C", "C", "C", "H", "H", "H", "H"], "positions_angstrom": [[-1.843371, 0.217968, 0.060095], [-0.452477, -0.174206, -0.511655], [0.767851, -0.751287, 0.118076], [0.759429, 0.540093, 0.021144], [-1.946057, -0.490064, 0.743288], [-0.431852, -0.156581, -1.618585], [1.278879, -1.625920, 0.319706], [1.280936, 1.416532, 0.055548]], "atomic_forces_ev_per_a": [[3.004, -2.559, 0.118], [-0.358, 2.442, -0.771], [-1.632, 1.433, 0.151], [-1.475, -2.499, -0.246], [-0.327, 0.967, -0.672], [-1.114, -0.314, 0.684], [0.797, -1.518, 0.529], [1.106, 2.048, 0.207]], "lowdin_charge": [-0.10, -0.26, 0.00, 0.02, 0.07, 0.12, 0.07, 0.07]}


{"formula": "C3H4O", "method": "ωB97M-V/def2-TZVPD", "fmax_ev_per_a": 11.0, "homo_ev": [-9.725, -9.603], "total_charge": 0, "gap_ha": [0.3216, 0.3128], "species": ["O", "C", "C", "C", "H", "H", "H", "H"], "positions_angstrom": [[-2.543125, 0.009275, 0.037204], [-0.796874, 0.015594, -0.050300], [0.380711, -0.741255, 0.027953], [0.373559, 0.782301, 0.004223], [0.674978, -1.496551, 0.917756], [0.679812, -1.055859, -0.954734], [0.809043, 1.215791, -0.899587], [0.421895, 1.270705, 0.917487]], "atomic_forces_ev_per_a": [[9.191, 0.076, -0.424], [-10.988, -0.612, 0.241], [1.222, -3.002, 1.817], [0.808, 0.549, -1.250], [-0.806, 2.086, -2.129], [0.233, -0.672, -0.248], [-0.145, 0.181, 0.519], [0.485, 1.394, 1.472]], "lowdin_charge": [-0.24, -0.09, -0.10, -0.09, 0.18, 0.11, 0.13, 0.10]}


{"formula": "C3H4O2", "method": "ωB97M-V/def2-TZVPD", "fmax_ev_per_a": 3.0, "homo_ev": -10.721, "total_charge": 0, "gap_ha": 0.4186, "species": ["O", "C", "O", "H", "H", "C", "C", "H", "H"], "positions_angstrom": [[2.037601, -0.605242, 0.781817], [1.529485, -0.077868, -0.152810], [1.543690, 1.246069, -0.210601], [0.899366, -0.387363, -0.987513], [0.978134, 1.793911, -0.763738], [-1.849288, -0.251091, 0.850208], [-1.474581, -0.676432, -0.193279], [-2.381410, 0.049982, 1.790935], [-1.282996, -1.091965, -1.115020]], "atomic_forces_ev_per_a": [[0.172, -1.058, -0.589], [-1.161, 1.159, 0.182], [1.119, 2.310, 0.941], [0.360, -1.458, -0.057], [-0.233, -0.904, -0.458], [-1.587, 0.695, 2.390], [-0.412, 0.178, 0.443], [1.243, -0.359, -1.531], [0.499, -0.564, -1.321]], "lowdin_charge": [0.10, -0.44, 0.07, 0.10, 0.11, 0.01, -0.02, 0.06, 0.01]}


{"formula": "C3H4O2", "method": "ωB97M-V/def2-TZVPD", "fmax_ev_per_a": 4.4, "homo_ev": -9.587, "total_charge": 0, "gap_ha": 0.3441, "species": ["C", "C", "C", "O", "O", "H", "H", "H", "H"], "positions_angstrom": [[-1.205464, -0.292969, -1.353011], [-0.289802, -0.022564, -0.170477], [-0.258578, 0.827807, -1.343481], [-0.497435, -1.329833, -0.671550], [1.774524, 0.587473, 1.601759], [-2.298312, -0.427842, -1.293475], [-0.401141, -0.007285, 0.930137], [1.566980, 0.953370, 0.775494], [1.609227, -0.288158, 1.524605]], "atomic_forces_ev_per_a": [[0.126, 0.073, 0.077], [0.958, -0.291, 0.178], [-1.658, -1.060, 1.413], [-0.573, -0.054, -0.130], [1.268, 3.450, 2.205], [0.646, 0.403, -0.780], [-0.015, 0.819, -0.949], [-0.215, 1.000, -1.769], [-0.537, -4.339, -0.246]], "lowdin_charge": [-0.15, -0.26, 0.16, -0.01, 0.01, 0.14, 0.15, -0.01, -0.03]}


{"formula": "C3H4O2", "method": "ωB97M-V/def2-TZVPD", "fmax_ev_per_a": 4.1, "homo_ev": -8.223, "total_charge": 0, "gap_ha": 0.3413, "species": ["C", "C", "O", "C", "O", "H", "H", "H", "H"], "positions_angstrom": [[0.056362, 1.033643, -0.569428], [0.514411, -0.146188, -1.039267], [0.080178, -1.217393, -0.224534], [-0.345372, -0.551275, 1.012522], [-0.521215, 0.769479, 0.667121], [0.078231, 2.018948, -0.910867], [0.757163, -0.248025, -2.071334], [0.616986, -0.553535, 1.626965], [-1.236746, -1.105655, 1.508821]], "atomic_forces_ev_per_a": [[0.722, -3.791, 1.398], [-1.807, 1.238, 0.585], [-0.064, 0.964, -0.428], [2.209, -1.405, -0.073], [-1.725, 1.908, 0.132], [0.015, 1.159, -0.376], [0.551, -0.881, -0.268], [-1.322, -0.441, 0.074], [1.421, 1.250, -1.044]], "lowdin_charge": [-0.07, -0.10, -0.08, -0.19, -0.08, 0.10, 0.11, 0.14, 0.16]}


{"formula": "C3H4O2", "method": "ωB97M-V/def2-TZVPD", "fmax_ev_per_a": 3.6, "homo_ev": -9.503, "total_charge": 0, "gap_ha": 0.3699, "species": ["C", "C", "O", "C", "O", "H", "H", "H", "H"], "positions_angstrom": [[-0.709391, 0.880391, -0.222472], [0.314797, 0.152576, 0.177201], [0.760251, 0.145827, 1.436164], [0.613197, -1.084939, -0.672299], [0.476021, -2.121219, -0.115517], [-1.057624, 0.586468, -1.116378], [-1.229982, 1.592388, 0.328855], [0.283733, 0.833263, 1.936122], [0.548998, -0.984756, -1.751676]], "atomic_forces_ev_per_a": [[1.651, -0.170, 0.850], [-0.437, -0.315, 0.026], [0.837, 0.277, 0.790], [-1.565, 1.527, 1.298], [0.820, -1.840, 0.215], [-1.435, -0.292, -3.343], [-0.692, 1.056, 1.004], [0.313, -0.442, -0.239], [0.507, 0.199, -0.601]], "lowdin_charge": [0.07, -0.37, 0.06, -0.19, 0.10, 0.02, 0.06, 0.13, 0.12]}


{"formula": "C3H4O2", "method": "ωB97M-V/def2-TZVPD", "fmax_ev_per_a": 4.1, "homo_ev": -10.088, "total_charge": 0, "gap_ha": 0.3961, "species": ["O", "C", "C", "O", "C", "H", "H", "H", "H"], "positions_angstrom": [[-2.032840, 0.161310, 0.518674], [-0.831128, -0.008101, 0.274856], [0.474711, 0.817315, 0.536847], [1.176123, -0.008865, -0.336626], [0.082284, -0.862615, -0.685140], [0.792012, 0.707124, 1.559298], [0.457134, 1.950431, 0.356141], [-0.250911, -0.794940, -1.796656], [0.132614, -1.961659, -0.427394]], "atomic_forces_ev_per_a": [[3.913, -1.029, -0.667], [-2.478, 1.655, -0.390], [-1.780, 1.296, 0.970], [0.760, -0.888, -1.146], [-1.895, -0.510, -0.721], [0.369, -0.156, 0.637], [-0.036, -1.621, -0.364], [0.647, 0.072, 1.753], [0.500, 1.181, -0.073]], "lowdin_charge": [0.07, -0.26, -0.14, -0.12, -0.09, 0.11, 0.15, 0.15, 0.13]}